1.
One molecule with the formula C25H27NO7 in a non-equilibrium geometry. Source: the Open Molecules 2025 dataset; level of theory: ωB97M-V with the def2-TZVPD basis set.

Structure (XYZ):
```
60
Properties=species:S:1:pos:R:3:nbo_charge:R:1
C -2.13971 -3.45600 -2.77842 -0.614
H -1.11580 -3.56398 -2.43164 0.206
H -2.12737 -3.28354 -3.85137 0.213
H -2.66877 -4.38550 -2.58056 0.207
C -2.83136 -2.29049 -2.07204 -0.211
N -2.94300 -2.50491 -0.64371 -0.454
C -1.96020 -2.31587 0.27228 0.695
O -2.13482 -2.56904 1.45082 -0.647
C -0.61564 -1.80118 -0.22012 -0.502
H 0.03996 -2.66947 -0.33234 0.239
H -0.67738 -1.28984 -1.17522 0.228
C 0.00814 -0.86826 0.82728 -0.295
C -0.71933 0.45014 0.99430 0.095
C -0.15297 1.39522 1.84186 -0.240
C -0.72649 2.64297 2.06349 -0.255
C -1.90144 2.91269 1.40643 0.213
C -2.48539 1.96841 0.56614 0.306
C -1.91757 0.73884 0.34075 -0.310
H -2.40401 0.04494 -0.31854 0.220
O -3.65251 2.47518 0.05368 -0.490
C -3.76306 3.78262 0.56954 0.238
O -2.68078 4.04284 1.43698 -0.482
H -3.75266 4.50904 -0.26033 0.154
H -4.71044 3.88104 1.12375 0.155
H -0.27360 3.36660 2.72046 0.224
H 0.76924 1.15382 2.34918 0.209
C 1.45236 -0.59290 0.47700 -0.064
C 1.76866 0.18359 -0.63693 0.365
C 3.09493 0.49956 -0.97204 -0.253
C 4.13778 -0.00003 -0.16246 0.446
C 3.83396 -0.78447 0.93413 -0.437
C 2.50482 -1.07889 1.25800 0.353
O 2.15229 -1.83331 2.32498 -0.488
C 3.14604 -2.34986 3.17685 -0.251
H 2.60782 -2.90252 3.94504 0.209
H 3.81796 -3.03275 2.64730 0.177
H 3.72883 -1.55253 3.64890 0.177
H 4.62628 -1.17048 1.55205 0.227
O 5.39381 0.34073 -0.54191 -0.505
C 6.48481 -0.11618 0.22157 -0.253
H 7.37166 0.28315 -0.26759 0.205
H 6.53932 -1.20920 0.23026 0.179
H 6.44059 0.25762 1.24912 0.179
C 3.31740 1.32377 -2.11594 -0.098
C 2.27577 1.76294 -2.85022 -0.340
C 0.91373 1.40074 -2.51204 0.739
O -0.07418 1.71020 -3.13308 -0.571
O 0.74200 0.62370 -1.39719 -0.472
H 2.39834 2.38769 -3.71956 0.234
H 4.33578 1.57954 -2.36588 0.232
H -0.02064 -1.39227 1.78796 0.272
C -4.22763 -2.98564 -0.16148 -0.217
C -5.20404 -1.83539 0.06752 -0.616
H -6.15551 -2.22094 0.42388 0.211
H -4.79975 -1.15594 0.81335 0.220
H -5.37619 -1.27797 -0.85106 0.199
H -4.63202 -3.69834 -0.88533 0.185
H -4.04654 -3.50169 0.78367 0.238
H -2.30296 -1.35855 -2.28935 0.208
H -3.84464 -2.18250 -2.46560 0.205
```

Properties
Gap between HOMO and LUMO ... 7.85 eV
Total energy ... -42185.360 eV
SMILES ... CCN(CC)C(=O)C[C@H](c1ccc2c(c1)OCO2)c1c(OC)cc(OC)c2ccc(=O)oc12
Energy relative to the best compared isomer or geometry (same formula, charge and spin) ... 145.0 kJ/mol

=====

2.
C25H28AsCrF3NO4PSSe as an isolated structure. Source: the Open Molecules 2025 dataset; level of theory: ωB97M-V with the def2-TZVPD basis set.

Structure (XYZ):
```
66
Properties=species:S:1:pos:R:3:mulliken_spin:R:1
Cr 1.31107 0.34557 0.13283 3.186
S 0.45033 -1.29450 -1.37510 -0.018
C 1.84187 -2.14577 -2.01647 0.009
C 1.90786 -2.39562 -3.39667 0.005
C 2.99516 -3.06889 -3.90897 0.000
C 4.00761 -3.47688 -3.04583 0.000
C 3.85178 -3.19369 -1.70131 0.000
N 2.79987 -2.56247 -1.18697 -0.003
H 1.11067 -2.04095 -4.03532 0.000
H 3.06206 -3.26547 -4.97285 0.000
H 4.88823 -3.99394 -3.40162 0.000
H 4.61531 -3.49220 -0.98860 0.000
F -7.41262 -0.77692 3.84177 0.000
C -6.70455 0.32619 4.16684 -0.001
F -7.46641 1.37492 3.78411 0.000
F -6.64884 0.36587 5.50905 0.000
C -5.35640 0.34098 3.52434 0.012
C -5.27770 0.21971 2.14002 -0.007
C -4.04784 0.23289 1.51629 0.016
C -2.86764 0.36437 2.26304 -0.036
C -2.96679 0.48632 3.65298 0.021
C -4.19985 0.47306 4.27885 -0.005
C -1.60009 0.36984 1.61447 0.128
C -0.51269 0.35734 1.06301 -0.243
H -6.18116 0.11434 1.55277 0.000
H -3.97650 0.13393 0.44162 0.001
H -2.06064 0.59241 4.23312 0.000
H -4.26164 0.56729 5.35416 0.000
C 3.52978 -2.46597 2.08619 -0.002
As 1.91321 -1.41805 1.87126 0.007
C 0.58623 -2.83612 1.95888 0.000
C 1.77619 -0.62828 3.64242 -0.003
H 3.45829 -3.01631 3.02670 -0.003
H 4.38155 -1.79104 2.09656 0.000
H 3.60353 -3.15794 1.25219 0.003
H 0.57237 -3.26756 2.96118 -0.002
H 0.85904 -3.59746 1.22851 0.000
H -0.39120 -2.43450 1.70112 0.002
H 1.62573 -1.40565 4.39355 -0.003
H 0.94569 0.07537 3.65029 0.003
H 2.70212 -0.08680 3.83216 0.001
O 2.15400 1.84015 1.20789 -0.007
Se 3.73442 1.50906 0.65811 0.002
O 4.53291 2.82937 0.22060 0.000
O 3.16727 0.60674 -0.66365 -0.019
O 4.47150 0.55743 1.73087 0.001
C 1.89480 3.33095 -1.77807 0.005
P 0.55288 2.21751 -1.27106 -0.039
C -0.61958 3.33249 -0.44050 -0.006
C -0.26910 1.78105 -2.83196 -0.005
C 0.49596 1.44464 -3.94721 0.004
C -0.11036 0.99171 -5.10698 -0.001
C -1.49036 0.85761 -5.16609 -0.003
C -2.25880 1.17849 -4.05786 0.001
C -1.65131 1.63418 -2.89753 -0.004
H 2.67388 2.76430 -2.28479 0.001
H 2.34978 3.75292 -0.88187 0.001
H 1.51541 4.12552 -2.42299 -0.002
H -0.99320 4.10192 -1.11811 -0.001
H -0.08330 3.79571 0.38905 0.000
H -1.44159 2.75740 -0.01828 0.007
H 1.57602 1.51268 -3.90403 -0.001
H 0.49816 0.72952 -5.96345 0.000
H -1.96520 0.49567 -6.06935 0.000
H -3.33511 1.06509 -4.09100 0.000
H -2.26206 1.86047 -2.03232 0.000
```

Properties
2S+1 ... 4
Gap between HOMO and LUMO (alpha / beta) ... 7.40 / 7.56 eV
Charge ... -1
Total energy ... -218944.116 eV
Energy relative to the best compared isomer or geometry (same formula, charge and spin) ... 0.0 kJ/mol

=====

3.
C25H28BeN2O2SSi as an isolated structure. Source: the Open Molecules 2025 dataset; level of theory: ωB97M-V with the def2-TZVPD basis set.

Structure (XYZ):
```
60
Properties=species:S:1:pos:R:3:nbo_charge:R:1
Be -0.47300 0.19000 0.05300 1.526
C 2.16410 -0.14970 -0.57410 -1.007
Si 2.53390 0.55620 1.15310 1.658
C 1.16730 -0.16810 2.30050 -0.696
N -0.24470 0.05540 1.93260 -0.603
C -1.07100 -1.12080 2.32000 -0.220
C -2.29630 -0.75350 3.14490 -0.415
C -1.83230 -0.06100 4.42210 -0.407
C -0.97910 1.17100 4.07600 -0.422
C -0.74390 1.28020 2.56670 -0.236
C 2.66670 2.44840 1.15650 -0.397
C 2.22810 3.24400 2.20930 -0.239
C 2.34170 4.62160 2.16450 -0.203
C 2.93390 5.23290 1.07420 -0.210
C 3.42590 4.45540 0.04050 -0.210
C 3.28690 3.08070 0.08190 -0.210
C 4.16630 -0.01000 1.93930 -0.398
C 4.46950 0.38330 3.23990 -0.221
C 5.68740 0.08270 3.81770 -0.218
C 6.63900 -0.62070 3.09870 -0.195
C 6.35180 -1.03600 1.81060 -0.219
C 5.12680 -0.73320 1.24080 -0.205
H 2.94550 -0.81950 -0.93350 0.244
H 2.04010 0.66300 -1.28350 0.249
H 1.32820 0.10610 3.34770 0.209
H 1.35400 -1.24160 2.23930 0.254
H -0.46580 -1.81250 2.91220 0.195
H -1.36320 -1.64640 1.41060 0.229
H -2.84360 -1.66560 3.38670 0.223
H -2.97120 -0.11700 2.57340 0.199
H -1.23450 -0.77290 4.99520 0.201
H -2.68980 0.21730 5.03690 0.210
H -0.02700 1.13270 4.60890 0.201
H -1.48180 2.08420 4.40020 0.216
H -0.03750 2.07960 2.34440 0.240
H -1.68730 1.56140 2.09710 0.197
H 1.79400 2.78220 3.08550 0.199
H 1.96740 5.21810 2.98480 0.209
H 3.01490 6.31060 1.03440 0.212
H 3.91580 4.92390 -0.80160 0.213
H 3.67000 2.48310 -0.73240 0.210
H 3.74110 0.94550 3.80710 0.201
H 5.90300 0.40170 4.82840 0.211
H 7.60070 -0.83940 3.54230 0.210
H 7.08990 -1.59270 1.25010 0.212
H 4.91630 -1.06300 0.23520 0.210
O -2.04680 0.09590 -0.16980 -0.751
N -2.68160 1.23140 -0.37400 0.004
C -4.02180 1.23240 -0.38070 0.038
C -4.73260 2.39070 -0.55410 -0.277
C -4.03630 3.58620 -0.76230 -0.160
C -2.66660 3.56680 -0.77490 -0.234
C -1.96160 2.37040 -0.56170 0.027
S -0.28050 2.26530 -0.50730 -0.319
H -4.47860 0.26580 -0.24350 0.235
H -5.80900 2.37230 -0.52480 0.233
H -4.57120 4.50760 -0.91910 0.226
H -2.08190 4.45940 -0.93410 0.239
O 0.90090 -2.11450 -0.26640 -0.641
C 0.84030 -0.90040 -0.42700 -0.029
```

Properties
Gap between HOMO and LUMO ... 7.26 eV
Total energy ... -52570.782 eV

=====

4.
C25H28BrCl5InN8O11S2 as an isolated structure. Source: the Open Molecules 2025 dataset; level of theory: ωB97M-V with the def2-TZVPD basis set.

Structure (XYZ):
```
81
Properties=species:S:1:pos:R:3:mulliken_charge:R:1
In -0.74088 0.76861 -0.15898 1.659
O 2.87846 2.42326 0.43209 -0.701
S 1.92024 1.61459 -0.27635 1.205
O 0.64795 2.37814 -0.63173 -0.569
O 1.33172 0.52819 0.63054 -0.813
O 2.45431 0.98020 -1.48870 -0.749
Cl -5.71632 1.09813 5.41120 -0.217
C -4.43908 0.77341 4.29637 0.298
C -3.52084 1.76870 3.96152 0.004
Cl -3.66753 3.33714 4.65995 -0.208
C -2.49135 1.50527 3.07234 0.627
Cl -1.34900 2.71862 2.63328 -0.112
C -2.33252 0.23392 2.47289 -1.150
O -1.36265 -0.03681 1.66716 -0.505
C -3.28592 -0.74686 2.81799 0.716
Cl -3.13451 -2.29011 2.05785 -0.166
C -4.31331 -0.48560 3.71356 0.108
Cl -5.44901 -1.72572 4.10208 -0.214
C -3.74249 -1.94073 -4.13162 -1.139
N -3.71541 -1.21359 -2.87778 0.381
C -4.97787 -1.05516 -2.18755 -1.328
C -2.57001 -0.81921 -2.26000 0.203
N -2.48000 -0.49638 -1.02440 -0.149
N -1.46591 -0.72559 -3.12055 -0.097
C -0.15937 -0.58964 -2.66873 0.383
N 0.74849 -0.18716 -3.59095 -0.466
N 0.15014 -0.87744 -1.44710 -0.423
H -4.16741 -1.33111 -4.93501 0.297
H -4.35438 -2.83868 -4.02065 0.380
H -2.73953 -2.24814 -4.41119 0.392
H -5.77695 -1.03257 -2.92713 0.387
H -4.99709 -0.10504 -1.65340 0.477
H -5.17194 -1.87146 -1.48385 0.311
H -3.30798 -0.67274 -0.47126 -0.120
H -1.67887 -0.15734 -3.92831 0.332
H 0.40155 0.24941 -4.42908 0.273
H 1.54927 0.27935 -3.15232 0.288
H 1.16199 -0.83500 -1.31779 -0.092
C 6.61300 -4.31305 2.46688 -1.501
C 5.36995 -3.43513 2.44747 0.175
S 5.65287 -1.99505 3.46331 1.258
O 6.68591 -1.20805 2.84042 -0.639
O 5.83317 -2.45706 4.82060 -0.727
C 4.12325 -1.07268 3.44899 -0.951
C 3.81289 -0.25853 2.20003 -1.036
N 3.83850 -1.04752 0.96525 2.630
C 2.90807 -1.96225 0.58911 0.724
N 3.16539 -2.47181 -0.61068 -0.786
C 4.29519 -1.84744 -1.03853 -1.012
C 4.72658 -0.97308 -0.08727 -0.505
N 5.86796 -0.11694 -0.19545 1.219
O 6.05490 0.74822 0.63546 -0.630
O 6.59261 -0.31995 -1.15756 -0.709
C 1.74940 -2.39562 1.41977 -1.844
H 6.44009 -5.19501 1.85099 0.424
H 6.84652 -4.63562 3.48057 0.378
H 7.46954 -3.77439 2.06400 0.346
H 4.49845 -3.94868 2.85661 0.363
H 5.14051 -3.08500 1.44338 -0.016
H 4.23715 -0.39799 4.29997 0.475
H 3.34136 -1.78335 3.71487 0.353
H 4.52572 0.54687 2.08245 0.656
H 2.81869 0.18215 2.27605 0.106
H 4.74915 -2.03520 -1.99551 0.540
H 2.05320 -2.73449 2.41051 0.261
H 1.28826 -3.23842 0.90842 0.468
H 0.99992 -1.61554 1.52909 0.098
Br -4.29856 2.03331 -4.21886 -0.189
C -4.07666 3.61489 -3.17531 0.336
C -4.86796 4.69906 -3.52092 -0.702
C -4.78416 5.86704 -2.77862 -0.418
C -3.93055 5.93563 -1.68764 -0.709
C -3.16307 4.83606 -1.34411 -0.516
C -3.21040 3.66188 -2.09232 0.087
C -2.29485 2.53770 -1.68241 1.022
O -2.26058 2.30130 -0.42899 -0.635
O -1.63790 1.93468 -2.53488 -0.501
H -5.54379 4.62432 -4.36130 0.399
H -5.39497 6.71796 -3.05146 0.371
H -3.86705 6.84209 -1.10019 0.379
H -2.50368 4.85984 -0.48658 0.459
```

Properties
Gap between HOMO and LUMO ... 7.85 eV
Charge ... -1
Total energy ... -220326.459 eV
Energy relative to the best compared isomer or geometry (same formula, charge and spin) ... 67.8 kJ/mol